Computed, not measured: a molecular structure, C41H37CoN3O3P2Se2, with wB97M-V/def2-TZVPD.

```
89
C41H37CoN3O3P2Se2, DFT wB97M-V/def2-TZVPD
Co 1.209 1.508 -0.080
Se 0.684 2.549 2.590
Se 1.495 4.576 1.862
C 0.360 4.710 0.315
C -0.297 5.915 0.099
C -1.155 5.996 -0.987
C -1.277 4.894 -1.815
C -0.528 3.753 -1.543
N 0.271 3.644 -0.485
C 2.408 1.677 2.666
C 3.097 1.478 3.845
C 4.298 0.781 3.762
C 4.722 0.318 2.527
C 3.946 0.577 1.403
N 2.809 1.259 1.471
H -0.145 6.754 0.766
H -1.711 6.905 -1.175
H -1.938 4.915 -2.671
H -0.561 2.897 -2.200
H 2.714 1.845 4.787
H 4.888 0.606 4.652
H 5.643 -0.239 2.429
H 4.244 0.227 0.422
O -0.813 1.129 -0.571
P -1.917 0.094 -0.552
C -1.912 -0.769 1.062
P -0.234 -1.341 1.515
O 0.781 -0.298 1.111
C 0.098 -2.949 0.789
C -0.862 -3.959 0.778
C -0.532 -5.213 0.289
C 0.756 -5.467 -0.163
C 1.722 -4.469 -0.126
C 1.395 -3.209 0.350
C -0.222 -1.555 3.302
C 1.028 -1.828 3.864
C 1.138 -2.049 5.226
C 0.003 -2.003 6.028
C -1.238 -1.734 5.470
C -1.358 -1.513 4.105
C -1.813 -1.044 -1.942
C -1.278 -0.527 -3.124
C -1.327 -1.270 -4.291
C -1.900 -2.536 -4.280
C -2.417 -3.058 -3.103
C -2.392 -2.310 -1.936
C -3.531 0.885 -0.691
C -4.538 0.744 0.258
C -5.761 1.369 0.059
C -5.981 2.126 -1.082
C -4.979 2.261 -2.036
C -3.757 1.641 -1.843
H -2.655 -1.565 1.120
H -2.161 0.009 1.788
H -1.856 -3.786 1.175
H -1.274 -6.000 0.269
H 1.017 -6.453 -0.524
H 2.730 -4.678 -0.458
H 2.139 -2.421 0.387
H 1.901 -1.880 3.222
H 2.102 -2.278 5.661
H 0.086 -2.190 7.090
H -2.118 -1.706 6.098
H -2.337 -1.319 3.682
H -0.812 0.452 -3.120
H -0.926 -0.861 -5.209
H -1.959 -3.111 -5.194
H -2.851 -4.049 -3.093
H -2.834 -2.711 -1.033
H -4.384 0.153 1.153
H -6.546 1.256 0.794
H -6.939 2.605 -1.233
H -5.161 2.830 -2.938
H -2.981 1.721 -2.596
O 2.918 2.765 -0.931
C 3.586 2.299 -2.103
C 3.089 0.922 -2.434
C 3.666 0.217 -3.479
C 3.217 -1.061 -3.762
C 2.200 -1.596 -2.984
C 1.670 -0.826 -1.970
N 2.095 0.414 -1.695
H 3.170 3.682 -0.791
H 4.665 2.264 -1.931
H 3.397 2.964 -2.949
H 4.465 0.673 -4.050
H 3.654 -1.631 -4.570
H 1.817 -2.593 -3.155
H 0.879 -1.207 -1.345
```

Results
Charge ... +3
LUMO level (spin up / spin down) ... -9.14 / -12.05 eV
M ... 898.6 g/mol
2S+1 ... 5
<S²> ... 6.015

***

Computed, not measured: a molecular structure, C41H37CuFN4O7PS, with wB97M-V/def2-TZVPD.

```
93
C41H37CuFN4O7PS, DFT wB97M-V/def2-TZVPD
Cu 0.026 -0.508 0.365
C 3.623 -3.738 6.219
C 3.792 -2.287 5.788
N 3.207 -2.041 4.458
C 1.893 -1.680 4.404
C 1.205 -1.496 3.245
C -0.068 -0.651 3.287
O -0.640 -0.546 4.351
O -0.316 0.013 2.199
C 1.848 -1.846 2.035
O 1.280 -1.898 0.903
C 3.277 -2.006 2.107
C 3.934 -1.506 0.868
C 5.943 -0.946 1.133
F 7.032 -0.249 0.650
C 6.302 -1.652 2.443
C 5.417 -2.144 3.338
C 3.937 -2.076 3.294
N 7.677 -1.853 2.645
C 8.648 -2.034 1.568
C 9.640 -3.136 1.992
N 8.926 -4.051 2.953
C 8.689 -3.363 4.276
C 8.274 -1.915 3.961
H 4.127 -3.913 7.172
H 4.034 -4.420 5.472
H 2.565 -3.975 6.348
H 4.837 -1.996 5.777
H 3.289 -1.621 6.484
H 1.394 -1.476 5.346
H 3.157 -1.396 0.126
H 5.830 -2.709 4.167
H 9.209 -1.126 1.345
H 8.137 -2.337 0.659
H 10.505 -2.740 2.518
H 9.986 -3.715 1.141
H 9.425 -4.927 3.083
H 8.014 -4.270 2.549
H 9.610 -3.409 4.851
H 7.917 -3.923 4.797
H 9.155 -1.268 3.983
H 7.586 -1.550 4.718
O 1.362 0.113 -1.199
P 2.339 1.181 -1.631
C 1.950 2.773 -0.907
C 2.156 3.972 -1.591
C 1.767 5.171 -1.013
C 1.178 5.181 0.244
C 0.962 3.991 0.926
C 1.340 2.789 0.351
C 3.956 0.599 -1.043
C 4.170 0.865 0.248
C 4.646 -0.145 1.244
C 5.249 -1.971 0.201
C 5.234 -1.571 -1.256
C 4.605 -0.514 -1.776
C 2.434 1.324 -3.406
C 1.419 0.770 -4.183
C 1.488 0.867 -5.566
C 2.559 1.514 -6.165
C 3.572 2.070 -5.390
C 3.515 1.971 -4.009
H 2.599 3.972 -2.579
H 1.905 6.098 -1.556
H 0.870 6.119 0.686
H 0.480 3.992 1.894
H 1.125 1.867 0.876
H 3.686 1.732 0.686
H 4.453 0.225 2.248
H 5.545 -3.012 0.325
H 5.736 -2.248 -1.938
H 4.602 -0.418 -2.858
H 0.589 0.272 -3.696
H 0.701 0.440 -6.175
H 2.611 1.582 -7.245
H 4.404 2.577 -5.864
H 4.313 2.385 -3.399
O -6.078 0.355 0.018
S -4.971 0.662 0.875
O -5.114 1.700 1.852
N -3.617 0.915 -0.017
C -2.740 -0.013 0.190
O -1.586 -0.016 -0.408
C -3.151 -1.099 1.144
C -2.485 -2.253 1.517
C -3.095 -3.105 2.430
C -4.350 -2.808 2.955
C -5.029 -1.661 2.559
C -4.404 -0.833 1.650
H -1.515 -2.504 1.100
H -2.592 -4.016 2.734
H -4.807 -3.480 3.670
H -6.014 -1.424 2.946
```

Results
Charge ... +1
LUMO level (spin up / spin down) ... -3.73 / -3.73 eV
M ... 843.4 g/mol
2S+1 ... 2
<S²> ... 0.753

***

Computed, not measured: a molecular structure, C41H37F5P2Pb in a non-equilibrium geometry, with wB97M-V/def2-TZVPD.

```
86
C41H37F5P2Pb, DFT wB97M-V/def2-TZVPD
Pb -0.370 2.674 -2.100
C -1.857 1.455 -3.447
C -1.757 0.109 -3.135
C -0.877 -0.867 -3.832
C 0.533 -0.317 -4.024
C 0.885 0.858 -3.139
C 1.080 2.106 -3.729
C 0.029 2.831 -4.602
C -1.313 2.083 -4.754
C 2.015 0.151 2.605
H -2.807 1.912 -3.119
H -2.550 -0.351 -2.531
H -1.271 -1.174 -4.820
H -0.838 -1.805 -3.254
H 1.274 -1.108 -3.820
H 0.667 -0.002 -5.075
H 1.292 0.559 -2.137
H 2.058 2.625 -3.618
H 0.522 3.017 -5.572
H -0.209 3.838 -4.154
H -2.063 2.837 -5.055
H -1.248 1.333 -5.556
H 1.198 0.883 2.633
H 2.869 0.446 3.234
H 1.591 -0.774 3.002
P -1.496 -0.822 1.188
P 2.565 -0.117 0.930
C -0.110 -0.992 0.066
C 1.265 -0.956 0.054
C -2.350 -2.411 1.071
C -2.415 -3.149 -0.116
C -3.170 -4.327 -0.149
C -3.873 -4.740 0.991
C -3.830 -3.990 2.161
C -3.090 -2.800 2.203
C -2.779 0.159 0.326
C -2.328 1.306 -0.309
C -3.142 2.447 -0.510
C -4.513 2.290 -0.208
C -5.008 1.044 0.131
C -4.164 -0.032 0.351
C 4.005 -1.211 1.073
C 3.743 -2.526 1.519
C 4.812 -3.398 1.757
C 6.121 -2.968 1.520
C 6.381 -1.683 1.024
C 5.321 -0.790 0.807
C 3.092 1.446 0.202
C 3.054 2.603 0.989
C 3.385 3.839 0.452
C 3.774 3.963 -0.884
C 3.882 2.802 -1.654
C 3.541 1.552 -1.134
H -0.512 -1.419 -0.878
H 1.737 -1.611 -0.701
H -1.907 -2.814 -1.023
H -3.208 -4.910 -1.062
H -4.464 -5.663 0.978
H -4.350 -4.280 3.082
H -3.107 -2.177 3.094
H -1.343 1.151 -0.783
H -2.733 3.431 -0.818
H -5.140 3.182 -0.200
H -6.095 0.912 0.184
H -4.566 -1.016 0.570
H 2.713 -2.856 1.693
H 4.603 -4.401 2.143
H 6.952 -3.642 1.731
H 7.399 -1.364 0.818
H 5.517 0.224 0.449
H 2.782 2.519 2.043
H 3.324 4.722 1.076
H 3.966 4.943 -1.322
H 4.241 2.881 -2.681
H 3.649 0.660 -1.761
F -0.361 -2.109 3.666
C -1.183 -1.050 3.936
C -1.528 -0.187 2.879
C -2.005 1.080 3.299
F -1.881 2.176 2.492
C -2.497 1.290 4.589
F -3.101 2.456 4.919
C -2.395 0.270 5.544
F -2.920 0.434 6.778
C -1.665 -0.879 5.230
F -1.447 -1.810 6.184
```

Results
Charge ... 0
LUMO level (spin up / spin down) ... -0.67 / -0.68 eV
M ... 893.9 g/mol
2S+1 ... 1

***

Computed, not measured: a molecular structure, C41H37F5P2Pd in a non-equilibrium geometry, with wB97M-V/def2-TZVPD.

```
86
C41H37F5P2Pd, DFT wB97M-V/def2-TZVPD
Pd -0.872 1.056 -4.012
C -2.294 0.977 -5.418
C -2.149 -0.459 -5.162
C -1.289 -1.266 -6.129
C 0.134 -0.683 -6.388
C 0.729 0.236 -5.367
C 0.588 1.625 -5.197
C -0.189 2.405 -6.201
C -1.598 1.745 -6.512
C 1.540 0.237 -0.291
H -3.166 1.425 -4.913
H -3.073 -0.994 -4.882
H -1.807 -1.314 -7.107
H -1.206 -2.324 -5.799
H 0.784 -1.585 -6.377
H 0.195 -0.275 -7.410
H 1.595 -0.224 -4.891
H 1.335 2.120 -4.575
H 0.395 2.453 -7.135
H -0.331 3.417 -5.797
H -2.275 2.584 -6.689
H -1.517 1.134 -7.408
H 0.605 0.838 -0.308
H 2.337 0.725 0.288
H 1.246 -0.691 0.211
P -1.565 -0.917 -3.013
P 2.190 -0.091 -1.927
C 0.028 -1.770 -3.094
C 1.319 -1.315 -2.935
C -2.660 -2.292 -2.542
C -2.838 -3.472 -3.287
C -3.563 -4.534 -2.741
C -4.104 -4.449 -1.453
C -3.953 -3.257 -0.723
C -3.297 -2.171 -1.287
C -3.127 0.705 -2.485
C -2.780 2.037 -2.301
C -3.741 3.076 -2.386
C -5.089 2.736 -2.631
C -5.451 1.391 -2.783
C -4.464 0.372 -2.703
C 3.656 -1.080 -1.566
C 3.369 -2.311 -0.953
C 4.405 -3.135 -0.525
C 5.734 -2.746 -0.741
C 6.009 -1.533 -1.375
C 4.976 -0.678 -1.790
C 2.700 1.540 -2.599
C 2.152 2.694 -1.994
C 2.538 3.982 -2.360
C 3.444 4.175 -3.411
C 3.972 3.057 -4.048
C 3.612 1.759 -3.657
H -0.097 -2.853 -3.310
H 2.045 -1.948 -3.500
H -2.414 -3.527 -4.300
H -3.690 -5.447 -3.329
H -4.633 -5.310 -1.028
H -4.358 -3.196 0.292
H -3.266 -1.209 -0.770
H -1.692 2.222 -2.110
H -3.473 4.137 -2.243
H -5.857 3.514 -2.674
H -6.499 1.104 -2.950
H -4.770 -0.671 -2.822
H 2.321 -2.618 -0.825
H 4.163 -4.066 -0.022
H 6.541 -3.396 -0.391
H 7.046 -1.239 -1.533
H 5.195 0.270 -2.293
H 1.449 2.578 -1.177
H 2.139 4.838 -1.820
H 3.728 5.190 -3.705
H 4.700 3.209 -4.853
H 4.055 0.920 -4.196
F -0.619 -1.891 0.268
C -1.275 -0.793 0.762
C -1.365 0.408 0.099
C -1.925 1.517 0.629
F -1.826 2.762 0.066
C -2.602 1.409 1.855
F -3.236 2.466 2.386
C -2.577 0.185 2.541
F -3.165 0.092 3.750
C -1.887 -0.909 2.031
F -1.763 -2.057 2.728
```

Results
Charge ... +2
LUMO level (spin up / spin down) ... -5.90 / -8.94 eV
M ... 793.1 g/mol
2S+1 ... 5
<S²> ... 6.063

***

Computed, not measured: a molecular structure, C41H37N7ORuSe, with wB97M-V/def2-TZVPD.

```
88
C41H37N7ORuSe, DFT wB97M-V/def2-TZVPD
Ru -0.157 1.191 1.319
C 0.206 1.342 5.697
C -1.073 1.699 6.098
C -2.022 1.971 5.133
C -1.678 1.857 3.792
N -0.432 1.501 3.408
C 0.484 1.265 4.347
C -2.620 2.141 2.690
C -3.949 2.519 2.825
C -4.674 2.795 1.674
C -4.069 2.722 0.427
C -2.735 2.346 0.360
N -2.064 2.039 1.476
C -1.894 2.331 -0.861
C -2.388 2.619 -2.123
C -1.508 2.685 -3.191
C -0.153 2.537 -2.950
C 0.266 2.260 -1.662
N -0.580 2.099 -0.647
H 0.984 1.124 6.414
H -1.324 1.773 7.147
H -3.022 2.266 5.415
H 1.463 0.998 3.987
H -4.411 2.611 3.796
H -5.711 3.089 1.752
H -4.622 2.975 -0.465
H -3.444 2.787 -2.273
H -1.872 2.862 -4.193
H 0.569 2.597 -3.749
H 1.310 2.136 -1.427
C -1.687 -2.312 3.994
C -0.498 -3.013 4.158
C 0.602 -2.654 3.408
C 0.509 -1.599 2.493
N -0.636 -0.912 2.367
C -1.696 -1.266 3.096
C 1.615 -1.181 1.623
C 2.652 -2.076 1.342
C 3.643 -1.749 0.438
C 3.590 -0.516 -0.194
C 2.569 0.374 0.101
C 1.549 0.092 1.015
H -2.578 -2.561 4.552
H -0.432 -3.826 4.869
H 1.540 -3.172 3.536
H -2.594 -0.674 2.953
H 2.671 -3.054 1.806
H 4.441 -2.447 0.226
H 4.362 -0.234 -0.899
H 2.621 1.351 -0.358
Se 1.160 3.262 1.565
C 3.062 2.958 1.565
C 3.826 3.860 0.830
C 5.210 3.761 0.849
N 5.875 2.832 1.526
C 5.143 1.972 2.227
C 3.760 1.998 2.289
H 3.350 4.631 0.239
H 5.810 4.461 0.278
H 5.690 1.211 2.774
H 3.258 1.231 2.854
C 0.166 -2.444 -6.913
C 1.041 -2.572 -5.675
N 0.273 -2.565 -4.427
C 0.128 -3.824 -3.705
C -0.792 -4.814 -4.403
C -0.172 -1.375 -3.983
O 0.035 -0.318 -4.568
C -0.966 -1.338 -2.705
C -2.297 -1.725 -2.644
C -2.984 -1.571 -1.451
C -2.319 -1.016 -0.371
N -1.050 -0.616 -0.429
C -0.388 -0.790 -1.568
H 0.781 -2.485 -7.812
H -0.357 -1.489 -6.904
H -0.570 -3.246 -6.967
H 1.751 -1.745 -5.637
H 1.612 -3.500 -5.691
H -0.233 -3.611 -2.701
H 1.126 -4.256 -3.588
H -1.796 -4.403 -4.516
H -0.861 -5.734 -3.822
H -0.419 -5.074 -5.393
H -2.786 -2.142 -3.516
H -4.018 -1.873 -1.357
H -2.822 -0.881 0.579
H 0.650 -0.476 -1.572
```

Results
Charge ... +1
LUMO level (spin up / spin down) ... -3.23 / -3.24 eV
M ... 823.8 g/mol
2S+1 ... 2
<S²> ... 0.761

***

Which formula does entry 1 have? C41H37CoN3O3P2Se2